{"formula": "C30H66Cl12N6O6", "method": "wB97M-V/def2-TZVPD", "elements": ["Cl", "Cl", "Cl", "Cl", "Cl", "Cl", "Cl", "Cl", "Cl", "Cl", "Cl", "Cl", "O", "O", "O", "O", "O", "O", "N", "N", "N", "N", "N", "N", "C", "C", "C", "C", "C", "C", "C", "C", "C", "C", "C", "C", "C", "C", "C", "C", "C", "C", "C", "C", "C", "C", "C", "C", "C", "C", "C", "C", "C", "C", "H", "H", "H", "H", "H", "H", "H", "H", "H", "H", "H", "H", "H", "H", "H", "H", "H", "H", "H", "H", "H", "H", "H", "H", "H", "H", "H", "H", "H", "H", "H", "H", "H", "H", "H", "H", "H", "H", "H", "H", "H", "H", "H", "H", "H", "H", "H", "H", "H", "H", "H", "H", "H", "H", "H", "H", "H", "H", "H", "H", "H", "H", "H", "H", "H", "H"], "xyz": [[5.55721, -0.59599, 1.79945], [1.63583, -2.72586, 1.79289], [-1.22496, 0.74958, 0.96386], [-4.36509, 5.02464, 2.90373], [-0.40775, -0.43312, -1.88911], [3.46301, -5.00890, 5.05369], [6.70989, -0.47129, -1.41913], [1.98303, 0.65912, -4.60514], [4.79737, 2.58561, -5.78156], [0.44898, 3.79670, 2.27210], [-5.74550, 2.11328, 2.30305], [-1.85193, 5.33882, 0.39702], [-3.35198, 0.05326, -7.90057], [4.43489, 5.48239, 2.59169], [-3.63360, -2.79549, -2.14962], [-5.48476, 2.76161, -3.10237], [3.01266, -3.24236, -1.46869], [-1.41504, 1.66867, 5.40919], [1.40962, -4.24525, -2.52333], [-2.35397, -3.61207, -0.44572], [-2.43981, -0.21593, -5.86626], [3.23894, 4.18987, 4.02895], [-1.63892, -0.40229, 4.52528], [-4.06456, 1.53243, -1.76086], [-3.99257, 2.38283, 2.32731], [-2.52119, -1.54297, 4.06034], [0.77762, -0.12224, -0.60159], [-1.04752, 0.03198, -6.07780], [-3.47070, 3.50467, 3.30346], [-2.51859, -3.13123, -1.62524], [3.69049, 5.35858, 3.53723], [-0.52952, 6.12904, 1.20967], [-0.26824, -0.41906, 4.03062], [1.89907, -3.91501, 3.12089], [0.38672, 1.11641, 0.20904], [2.32963, -4.21541, -1.56686], [3.52181, 2.91607, 3.36911], [-2.68582, -0.41659, -4.42622], [3.31810, -3.83086, 3.69891], [-3.93432, 0.37159, -0.91190], [1.18154, -3.15344, -3.52992], [-3.12016, 2.63389, -1.61840], [0.70596, 5.20933, 1.25392], [-1.07584, -3.87534, 0.10353], [2.16336, 4.07547, 5.11217], [-5.20040, 1.72553, -2.50058], [-3.43987, -0.28825, -6.75939], [5.85132, -1.85211, -0.62319], [-2.12094, 0.68303, 5.27519], [3.64256, 0.93232, -3.85769], [-3.46362, -3.91124, 0.46645], [4.85931, 1.10003, -4.81920], [0.63775, -5.41222, -2.74410], [4.83596, -1.38563, 0.38803], [-3.18286, 0.62075, 5.55917], [1.57488, 5.64577, 1.74646], [-3.74066, -0.54750, -4.18481], [1.68662, -4.86563, 2.63170], [-0.27211, 7.06944, 0.72233], [-2.92852, -0.04848, -0.91477], [-3.41015, -3.35876, 1.40454], [0.14895, 0.58534, 3.95829], [-0.94947, -4.89244, 0.47454], [-3.70313, 2.68438, 1.32064], [-3.12216, 2.97992, -0.58479], [1.74998, 5.07263, 5.26346], [4.14777, -4.06468, 3.03177], [-2.42008, 3.60469, 3.03090], [3.76203, 0.08035, -3.18838], [-3.46027, -1.57575, 4.61275], [4.28923, -2.26162, 0.73708], [1.13929, -6.32175, -2.41345], [0.84279, 4.90047, 0.21758], [1.05499, 1.45787, 0.99955], [2.36958, -5.15070, -0.98733], [-4.46483, -3.83628, 0.04211], [-4.05439, 0.65062, 0.13492], [4.19364, -0.70619, -0.17223], [-3.54003, 3.29557, 4.37097], [-3.55194, 1.39637, 2.47166], [3.59465, -2.82284, 4.00795], [3.62858, 1.73374, -3.11902], [0.25665, -2.63818, -3.27074], [-3.36783, -4.96649, 0.72213], [0.77392, -0.96157, 0.09383], [-0.32033, -5.35987, -2.22695], [5.37008, -2.39955, -1.43363], [-0.73426, 0.94479, -5.57109], [-2.12647, 2.26289, -1.86948], [1.72582, -0.11746, -1.13918], [1.05375, -3.75550, -4.42952], [0.28387, -1.11723, 4.65977], [2.62502, 3.76964, 6.05102], [-0.90035, -3.17925, 0.92375], [0.20397, 2.00479, -0.39552], [-2.11461, -1.27392, -4.07014], [-4.62910, -0.43790, -1.13570], [-0.86679, 6.28496, 2.23438], [6.67724, -2.44427, -0.22911], [2.00048, -2.43436, -3.51089], [-5.90745, 0.88157, -2.50416], [4.84788, 0.22886, -5.47421], [1.50266, 3.24670, 4.85776], [-0.31088, -3.77819, -0.66687], [-1.57951, -3.03713, -2.19223], [-0.38630, -0.67592, -5.57804], [-4.40275, -0.47364, -6.25869], [2.60841, 2.34657, 3.19746], [5.75778, 1.09065, -4.20213], [3.88996, 3.05416, 2.35250], [-2.87643, -1.36146, 3.04596], [-2.28760, 0.43849, -3.88000], [-3.34260, 3.50601, -2.23326], [-0.20220, -0.82966, 3.02308], [0.41906, -5.57045, -3.80015], [3.18043, 6.15897, 4.09527], [-0.76796, 0.13068, -7.12670], [4.28614, 2.42578, 3.97203], [-1.95749, -2.47487, 4.01674], [1.10946, -3.72030, 3.84663]], "spin_multiplicity": 1, "fmax_ev_per_a": 5.8, "charge": 0, "total_energy_ha": -7484.918439, "smiles": "CN(C)C=O.CN(C)C=O.CN(C)C=O.CN(C)C=O.CN(C)C=O.CN(C)C=O.ClCCCl.ClCCCl.ClCCCl.ClCCCl.ClCCCl.ClCCCl"}

=====

{"formula": "C30H66FN3O6Zr", "method": "wB97M-V/def2-TZVPD", "elements": ["Zr", "F", "O", "O", "O", "O", "O", "O", "N", "N", "N", "C", "C", "C", "C", "C", "C", "C", "C", "C", "C", "C", "C", "C", "C", "C", "C", "C", "C", "C", "C", "C", "C", "C", "C", "C", "C", "C", "C", "C", "C", "H", "H", "H", "H", "H", "H", "H", "H", "H", "H", "H", "H", "H", "H", "H", "H", "H", "H", "H", "H", "H", "H", "H", "H", "H", "H", "H", "H", "H", "H", "H", "H", "H", "H", "H", "H", "H", "H", "H", "H", "H", "H", "H", "H", "H", "H", "H", "H", "H", "H", "H", "H", "H", "H", "H", "H", "H", "H", "H", "H", "H", "H", "H", "H", "H", "H"], "xyz": [[-8.57698, -6.45692, -4.21860], [-8.30756, -7.24703, -2.35865], [-10.28691, -7.86230, -4.88295], [-7.73102, -8.18344, -5.29159], [-8.27722, -4.42540, -3.49839], [-9.19848, -5.42702, -6.02523], [-10.53691, -5.86845, -3.14041], [-6.31840, -6.01441, -4.46590], [-8.34076, -3.29141, -2.73398], [-9.67015, -5.53560, -7.34353], [-6.80959, -9.21743, -5.08832], [-11.46400, -5.20184, -8.98086], [-9.18461, -5.61697, -9.69351], [-11.54044, -4.88814, -3.40649], [-12.02378, -5.83982, -6.71885], [-6.47005, -11.48429, -4.19642], [-11.19544, -8.67852, -4.11743], [-5.40404, -5.98854, -3.37986], [-8.94817, -2.09589, -4.78201], [-8.05981, -3.86438, -8.27766], [-11.01838, -5.01803, -7.52205], [-8.61144, -5.28545, -8.32137], [-11.20881, -3.54412, -7.10944], [-5.80725, -9.36011, -6.13472], [-9.15081, -4.40166, -0.70868], [-6.61053, -2.13161, -4.04424], [-6.42186, -9.73676, -7.49206], [-8.08611, -10.04928, -3.16083], [-8.12508, -3.43232, -1.30378], [-5.00942, -8.07571, -6.25904], [-7.48638, -6.23824, -8.07497], [-8.37015, -2.08903, -0.58887], [-8.07758, -2.12134, -3.52318], [-8.58923, -10.96476, -5.42669], [-10.43356, -4.80775, -10.03992], [-8.42472, -0.85993, -2.75988], [-5.46394, -11.76551, -5.29868], [-7.47149, -10.36220, -4.51315], [-7.85120, -0.85921, -1.36215], [-6.69234, -3.85355, -0.93072], [-4.80798, -10.43494, -5.69708], [-8.79700, -3.09014, -8.49245], [-4.51220, -6.59793, -3.50490], [-5.65378, -7.29951, -6.64268], [-9.51511, -0.82802, -2.65225], [-7.04594, -12.40508, -4.06580], [-7.86524, -2.06486, 0.37867], [-6.43497, -1.17913, -4.55577], [-6.63034, -3.88455, 0.16033], [-4.25677, -10.07627, -4.82046], [-8.37780, -10.98654, -2.68292], [-12.23293, -8.56476, -4.46198], [-8.79566, -1.15566, -5.31098], [-11.15476, -8.33485, -3.09303], [-10.15300, -4.25937, -1.10223], [-9.39794, -6.68882, -9.71275], [-10.40858, -2.94148, -7.53080], [-8.23328, -11.79261, -6.03791], [-12.94673, -6.11694, -7.22949], [-9.17115, -4.27947, 0.37610], [-12.15564, -3.16257, -7.49103], [-4.17016, -8.20486, -6.95072], [-4.10909, -10.59712, -6.52218], [-5.98531, -3.10882, -1.28874], [-11.00220, -9.74138, -4.25540], [-10.19637, -3.75054, -10.11788], [-12.31159, -4.53234, -9.18643], [-11.86221, -6.19236, -9.20163], [-10.74009, -6.27768, -2.29254], [-10.77454, -5.23237, -10.98674], [-6.43162, -4.83522, -1.31250], [-5.78384, -5.84765, -5.24789], [-5.94136, -6.22797, -2.46612], [-8.71569, -2.94032, -5.42956], [-5.90776, -11.26466, -3.28619], [-6.77768, -6.16264, -8.90806], [-4.64146, -12.33369, -4.86101], [-5.90538, -9.29262, -8.34414], [-9.99010, -2.17868, -4.45912], [-7.34700, -9.54232, -2.53477], [-8.40412, -5.42452, -10.44041], [-10.38848, -8.17051, -5.79198], [-6.75863, -0.99552, -1.39407], [-7.99425, 0.07284, -0.81417], [-12.52131, -5.35026, -3.53803], [-4.52079, -7.84932, -5.31116], [-8.86379, -10.15629, -6.11065], [-8.94152, -9.37992, -3.14189], [-12.37658, -5.26077, -5.85954], [-6.50902, -2.94681, -4.75826], [-5.07174, -4.96006, -3.17782], [-7.86076, -7.25832, -8.02164], [-8.08218, 0.02101, -3.30506], [-7.44449, -9.35752, -7.53420], [-7.60368, -3.63165, -7.31376], [-9.45630, -11.22562, -4.82378], [-5.87303, -12.18461, -6.21623], [-9.43426, -1.89289, -0.40737], [-8.87126, -5.42978, -0.96324], [-5.87997, -2.23459, -3.24371], [-11.60020, -6.71709, -6.23745], [-6.90366, -5.99989, -7.19373], [-7.30406, -3.67538, -9.05081], [-11.15811, -3.42553, -6.03101], [-11.22598, -4.30641, -4.26278], [-6.49208, -10.81742, -7.60786], [-11.64878, -4.19756, -2.56660]], "spin_multiplicity": 1, "fmax_ev_per_a": 2.9, "charge": 0, "relative_energy_kj_mol": 0.0}